Record 1
Computed, not measured: C23H19NO2ReS4 as an isolated structure in a non-equilibrium geometry, with ωB97M-V/def2-TZVPD.

Computed properties:
- HOMO (spin up / spin down): -7.9 / -8.1 eV
- 2S+1: 2
- Kohn-Sham gap (spin up / spin down): 5.785 / 6.936 eV
- <S²>: 0.8532

Element x y z (Å)
Re -0.295 0.171 0.379
S 2.131 0.507 -0.029
C 1.506 2.090 0.002
N 0.183 2.185 0.138
C -0.253 3.485 0.083
C -1.569 3.947 0.094
C -1.799 5.302 -0.027
C -0.748 6.211 -0.129
C 0.562 5.774 -0.139
C 0.797 4.414 -0.052
S 2.346 3.596 -0.135
H -2.381 3.244 0.177
H -2.815 5.663 -0.047
H -0.953 7.266 -0.212
H 1.389 6.460 -0.218
S -2.620 0.658 0.792
C -2.758 0.715 2.535
C -4.003 0.976 3.101
C -4.166 0.950 4.471
C -3.089 0.654 5.299
C -1.845 0.415 4.755
C -1.667 0.458 3.374
S -0.061 0.195 2.728
H -4.834 1.190 2.447
H -5.134 1.155 4.900
H -3.218 0.623 6.369
H -0.992 0.198 5.380
C -6.437 -1.506 1.546
C -5.021 -1.875 1.223
C -4.566 -1.802 -0.083
C -3.256 -2.123 -0.405
C -2.743 -1.969 -1.805
C -2.404 -2.545 0.618
C -2.840 -2.643 1.937
C -1.906 -3.107 3.009
C -4.156 -2.306 2.218
C -0.954 -2.842 0.282
O -0.536 -3.971 0.185
O -0.247 -1.772 0.099
H -6.851 -0.864 0.773
H -6.502 -0.999 2.506
H -7.043 -2.409 1.597
H -5.234 -1.464 -0.862
H -3.543 -1.690 -2.486
H -2.286 -2.892 -2.157
H -1.976 -1.186 -1.840
H -0.946 -2.593 2.947
H -1.708 -4.171 2.889
H -2.333 -2.939 3.995
H -4.506 -2.369 3.240

Here are the Löwdin charges for atoms 1 to 6, given in e: Re 0.9205; S 0.5993; C -1.1248; N -0.2305; C -0.2913; C -0.0184


Record 2
Computed, not measured: C23H20BrF4O2OsPSe2 as an isolated structure, with ωB97M-V/def2-TZVPD.

Computed properties:
- HOMO (spin up / spin down): -14.2 / -14.9 eV
- Charge: +2
- 2S+1: 5
- Kohn-Sham gap (spin up / spin down): 6.727 / 5.915 eV
- <S²>: 6.0452

Element x y z (Å)
Os -0.424 -0.522 -2.002
O -0.382 2.443 -4.196
C -0.499 3.650 -3.448
C -0.428 3.340 -1.949
C -0.493 4.682 -1.191
O -0.563 4.375 0.188
C -1.638 2.524 -1.431
Se -2.236 0.977 -2.486
C 0.912 2.714 -1.527
Se 1.407 0.927 -2.154
H -0.498 2.627 -5.137
H -1.449 4.145 -3.670
H 0.313 4.327 -3.728
H -1.367 5.249 -1.527
H 0.402 5.273 -1.415
H -0.709 5.181 0.695
H -2.512 3.171 -1.370
H -1.425 2.162 -0.427
H 0.942 2.674 -0.437
H 1.741 3.341 -1.857
F 0.468 -7.217 0.022
C 0.400 -5.910 0.030
C 0.618 -5.206 1.208
F 0.887 -5.847 2.320
C 0.542 -3.822 1.191
F 0.757 -3.154 2.318
C 0.242 -3.115 0.031
P 0.123 -1.292 0.133
C -1.272 -0.993 1.247
C -1.100 -0.670 2.591
C -2.214 -0.493 3.397
C -3.490 -0.640 2.873
C -3.665 -0.994 1.540
C -2.559 -1.168 0.728
C 1.663 -0.705 0.843
C 2.848 -1.416 0.668
C 4.040 -0.873 1.120
C 4.050 0.374 1.731
C 2.870 1.086 1.898
C 1.673 0.556 1.445
C 0.014 -3.848 -1.129
Br -0.503 -2.991 -2.756
C 0.102 -5.226 -1.142
F -0.103 -5.900 -2.261
H -0.106 -0.573 3.008
H -2.086 -0.248 4.442
H -4.357 -0.487 3.501
H -4.659 -1.144 1.141
H -2.694 -1.476 -0.302
H 2.840 -2.390 0.195
H 4.962 -1.425 0.999
H 4.986 0.795 2.074
H 2.883 2.050 2.389
H 0.744 1.102 1.576

Here are the Löwdin charges for atoms 1 to 6, given in e: Os 0.4097; O -0.1494; C -0.2003; C -0.5311; C -0.2004; O -0.0416


Total energy (computed, eV): -75217.7352; -251613.5750